Formula: C5H9N4
Source: the OMol25 dataset
Level of theory: the ωB97M-V functional and the def2-TZVPD basis

Its total energy is -11282.8982 eV. As for the net charge: +1. The calculation puts the lowest unoccupied orbital energy at -3.390 eV. The HOMO-LUMO gap comes out at 10.042 eV. Its structure (SMILES) is [H]/N=C1/C[NH+]=CN[C@H]1/C=N/[H]. The relative energy (zero: lowest compared OMol25 entry of this formula, charge and spin) is 249.3 kJ/mol. For the highest occupied orbital energy, the calculation gives -13.432 eV.

Structure (XYZ):
```
18
Properties=species:S:1:pos:R:3:forces:R:3:mulliken_charge:R:1
H -1.58877 -2.17273 1.06883 -0.893 0.861 0.371 0.290
N -0.79101 -2.06755 0.48634 1.793 -1.941 -0.543 -0.566
C -0.12200 -1.05402 0.26890 -1.111 2.114 -0.300 0.284
C 1.09488 -1.05787 -0.63021 0.816 -2.506 1.686 -0.584
N 2.09445 -0.05754 -0.23850 -2.438 -1.153 0.450 -0.134
C 1.67525 1.06426 0.28698 2.551 -0.335 -0.566 -0.111
N 0.49684 1.32881 0.69947 -2.591 2.659 1.887 -0.205
C -0.65959 0.36768 0.61293 3.003 -0.193 2.886 0.216
C -1.61329 0.68965 -0.39741 -0.667 2.025 -4.149 -0.337
N -2.75565 0.30702 -0.20275 -2.978 -1.913 1.688 -0.462
H -3.47485 0.23480 -0.91153 0.333 0.788 -0.367 0.277
H 1.46080 -2.13093 -0.47573 0.017 1.601 -0.634 0.349
H 0.93963 -0.83127 -1.65027 -0.964 -0.307 -1.258 0.313
H 2.94036 -0.16905 -0.73092 1.314 0.518 -0.108 0.250
H 2.48101 1.74548 0.36088 0.291 1.275 0.434 0.431
H 0.30938 2.29871 1.22880 0.717 -2.993 -1.775 0.349
H -1.09326 0.34982 1.64035 -0.007 -0.063 -0.966 0.303
H -1.39418 1.15473 -1.41617 0.813 -0.439 1.265 0.337
```
Forces are in eV/Å.

---

Formula: C5H9N4
Source: the OMol25 dataset
Level of theory: the ωB97M-V functional and the def2-TZVPD basis

Its total energy is -11279.7685 eV. As for the net charge: +1. The calculation puts the lowest unoccupied orbital energy at -4.636 eV. The HOMO-LUMO gap comes out at 8.724 eV. The relative energy (zero: lowest compared OMol25 entry of this formula, charge and spin) is 551.2 kJ/mol. For the highest occupied orbital energy, the calculation gives -13.360 eV.

Structure (XYZ):
```
18
Properties=species:S:1:pos:R:3:forces:R:3:mulliken_charge:R:1
C -2.15460 0.93341 0.12736 3.137 1.608 -0.322 -0.077
C 0.04569 1.40532 0.11023 2.333 -2.334 0.281 0.631
C -1.99965 -0.46071 -0.04921 -1.196 -4.863 2.343 -0.488
C -0.57187 -1.01956 -0.25866 -1.220 -0.243 0.855 -0.762
C 2.30841 0.88308 -0.34263 0.475 1.186 2.500 -0.241
N -1.18768 1.81231 0.09010 -1.316 -0.323 0.528 -0.469
N 1.20190 1.63640 -0.19809 -0.363 0.258 -0.869 -0.212
N 0.30818 -0.52005 0.77867 -1.398 2.430 -0.378 -0.512
N 1.61287 -0.70868 0.54796 1.629 -2.218 0.469 -0.186
H -3.08342 1.34455 0.19851 -2.675 0.989 0.276 0.516
H -2.45065 -1.07957 0.92604 0.807 1.940 -2.130 0.307
H -2.71221 -0.83215 -0.83780 0.723 0.413 0.496 0.393
H -0.56783 -2.11209 -0.06047 -0.289 0.410 -1.237 0.430
H -0.39414 -0.63011 -1.24766 1.123 -0.688 -0.881 0.356
H 2.58093 0.44118 -1.25964 -0.311 -0.310 -1.307 0.275
H 3.20780 1.34912 0.14190 -0.876 -0.841 -0.052 0.310
H 1.87918 -1.47689 -0.21534 -0.706 1.821 2.147 0.380
H 1.97708 -0.96558 1.54871 0.125 0.765 -2.718 0.348
```
Forces are in eV/Å.

---

Formula: C5H9N4
Source: the OMol25 dataset
Level of theory: the ωB97M-V functional and the def2-TZVPD basis

Its total energy is -11281.5980 eV. As for the net charge: +1. The calculation puts the lowest unoccupied orbital energy at -4.478 eV. The HOMO-LUMO gap comes out at 8.213 eV. Its structure (SMILES) is N/C=N\[C@@H]1C=C[N+](N)=C1. The relative energy (zero: lowest compared OMol25 entry of this formula, charge and spin) is 374.7 kJ/mol. For the highest occupied orbital energy, the calculation gives -12.691 eV.

Structure (XYZ):
```
18
Properties=species:S:1:pos:R:3:forces:R:3:mulliken_charge:R:1
N 3.37488 -0.46479 0.32957 0.230 -0.396 0.342 -0.341
C 2.80166 0.41459 -0.49949 -3.685 0.371 0.654 0.122
N 1.54617 0.81097 -0.55374 -1.103 0.753 -0.610 -0.569
C 0.25604 0.46013 0.21689 0.990 -0.356 0.383 0.309
C -0.14953 -0.95732 0.01807 -0.908 -0.012 -0.149 -0.267
C -1.47344 -1.07616 -0.16163 1.295 -1.318 0.012 -0.603
N -2.09420 0.16993 -0.05461 0.625 1.765 0.176 0.600
N -3.43516 0.30397 -0.03818 -1.020 -0.155 0.356 -0.815
C -1.24997 1.12335 0.15704 3.428 -0.547 -1.186 -0.219
H 4.35374 -0.68385 0.25907 -0.016 0.063 -0.022 0.230
H 2.86793 -0.87835 1.09510 0.072 0.063 -0.076 0.194
H 3.41743 0.86328 -1.26391 0.299 0.024 -0.016 0.363
H 0.50031 0.64088 1.27648 -0.243 -0.197 0.221 0.302
H 0.55230 -1.76703 -0.03329 0.087 -0.189 -0.037 0.396
H -2.06888 -1.95205 -0.34017 -0.145 -0.065 0.001 0.370
H -3.77808 1.24515 -0.17343 0.198 -0.072 -0.097 0.264
H -3.95286 -0.41478 -0.52684 0.292 0.034 -0.053 0.260
H -1.46835 2.16207 0.29308 -0.396 0.233 0.101 0.404
```
Forces are in eV/Å.

---

Formula: C5H9N4O
Source: the OMol25 dataset
Level of theory: the ωB97M-V functional and the def2-TZVPD basis

Its total energy is -13327.7239 eV. As for the net charge: +1. The calculation puts the lowest unoccupied orbital energy (alpha / beta) at -4.963 / -4.962 eV. The HOMO-LUMO gap (alpha / beta) comes out at 6.847 / 6.848 eV. The relative energy (zero: lowest compared OMol25 entry of this formula, charge and spin) is 489.0 kJ/mol. For the highest occupied orbital energy (alpha / beta), the calculation gives -11.809 / -11.810 eV.

Structure (XYZ):
```
19
Properties=species:S:1:pos:R:3:forces:R:3:mulliken_charge:R:1
C 0.89328 1.45197 -0.33935 -0.333 -0.072 1.346 -0.890
C 2.11475 1.82284 0.01753 1.746 1.476 0.861 -0.315
C 1.14394 1.10084 1.84983 -0.418 0.407 3.331 -0.209
C 0.19446 1.02910 0.86207 1.148 -1.342 -0.139 0.758
C -0.77168 -1.16086 -1.05808 -1.393 2.227 1.378 0.179
N 0.41584 -1.53196 -1.47114 -0.791 -2.808 -2.597 -0.306
N -1.87355 -1.60243 -1.66524 1.872 -1.598 -1.943 -0.414
N -1.03634 0.41913 0.86905 -0.004 1.037 -1.411 -0.010
N -1.51034 -0.19540 1.85302 -1.604 0.606 -2.085 -0.258
O 2.26928 1.67963 1.41874 -0.817 -0.661 -0.774 -0.256
H 0.51748 1.41828 -1.29711 -0.815 0.137 -1.834 0.765
H 2.96528 2.37402 -0.47638 -1.194 -1.078 0.596 0.381
H 1.01142 0.90672 3.01794 0.692 0.496 -2.881 0.250
H 0.42146 -2.30076 -2.23095 0.491 1.533 1.169 0.208
H -1.65501 -2.11770 -2.53747 -0.431 -0.014 0.411 0.171
H 1.24670 -0.96745 -1.43282 -0.045 0.007 0.646 0.248
H -2.85010 -1.34133 -1.69909 0.464 0.584 1.158 0.245
H -1.05404 -0.45444 2.65783 1.604 -0.841 2.232 0.186
H -2.44282 -0.53019 1.66162 -0.170 -0.096 0.537 0.267
```
Forces are in eV/Å.

---

Formula: C5H9N4O
Source: the OMol25 dataset
Level of theory: the ωB97M-V functional and the def2-TZVPD basis

Its total energy is -13330.7955 eV. As for the net charge: +1. The calculation puts the lowest unoccupied orbital energy at -2.889 eV. The HOMO-LUMO gap comes out at 9.888 eV. Its structure (SMILES) is CO/C(N)=[NH+]\c1cc[nH]n1. The relative energy (zero: lowest compared OMol25 entry of this formula, charge and spin) is 192.7 kJ/mol. For the highest occupied orbital energy, the calculation gives -12.776 eV.

Structure (XYZ):
```
19
Properties=species:S:1:pos:R:3:forces:R:3:mulliken_charge:R:1
C -0.06508 -1.54416 -2.37203 -5.963 -1.775 0.367 -0.962
O -0.19759 -0.85316 -1.13932 -1.293 1.186 -1.102 -0.251
C 0.45234 -1.24894 -0.17268 2.187 1.519 7.742 0.829
N 1.39955 -2.17061 -0.16061 -2.376 -0.143 -4.776 -0.314
N 0.19961 -0.59015 1.09704 1.539 -1.318 -1.667 -0.236
C -0.21311 0.74053 1.00351 -0.120 2.530 -0.558 0.480
C -1.38760 1.33384 1.51024 1.806 1.450 -0.669 -1.014
C -1.17320 2.68857 1.33777 0.898 2.453 -0.559 -0.138
N 0.06789 2.80948 0.73903 -1.735 -0.327 0.408 0.235
N 0.63883 1.67929 0.49677 -0.191 -3.215 0.837 -0.691
H -1.00883 -1.20453 -2.94802 2.047 -0.350 0.506 0.251
H -0.34112 -2.61608 -2.10351 0.948 0.933 -0.930 0.446
H 0.83216 -1.32109 -2.78521 2.632 0.326 -1.579 0.441
H 1.82605 -2.53254 0.62446 0.848 -0.721 1.940 0.232
H 1.26976 -2.74963 -1.01607 1.161 -0.019 1.249 0.263
H 0.92224 -0.61811 1.88280 -1.029 -0.867 -1.867 0.381
H -2.18297 0.92184 2.02376 -1.394 -0.952 0.699 0.424
H -1.66322 3.69927 1.52236 0.179 -2.053 0.049 0.406
H 0.62429 3.57619 0.45971 -0.145 1.343 -0.091 0.218
```
Forces are in eV/Å.

---

Formula: C5H9N4O
Source: the OMol25 dataset
Level of theory: the ωB97M-V functional and the def2-TZVPD basis

Its total energy is -13328.9749 eV. As for the net charge: +1. The calculation puts the lowest unoccupied orbital energy at -2.567 eV. The HOMO-LUMO gap comes out at 11.256 eV. Its structure (SMILES) is [H]/N=C(\NC)O[n+]1ccc[nH]1. The relative energy (zero: lowest compared OMol25 entry of this formula, charge and spin) is 368.3 kJ/mol. For the highest occupied orbital energy, the calculation gives -13.823 eV.

Structure (XYZ):
```
19
Properties=species:S:1:pos:R:3:forces:R:3:mulliken_charge:R:1
H 0.23117 1.39511 -2.01521 -0.447 1.067 -1.048 0.167
N 0.16721 0.76687 -1.26414 -0.064 -0.469 0.569 -0.556
C -0.67085 0.88107 -0.33338 1.370 -2.441 2.079 0.674
N -1.78960 1.50567 -0.05001 -0.242 0.424 0.468 -0.175
C -2.40849 2.45052 -0.99433 -0.127 -0.101 -0.047 -0.810
O -0.35992 -0.05540 0.91497 -0.783 1.023 -1.293 -0.344
N 0.65599 -0.98853 0.84139 -1.119 1.352 -0.885 0.365
C 1.03441 -1.77574 1.81566 2.012 -0.699 0.698 -0.065
C 2.15295 -2.50092 1.30819 -2.025 1.523 -0.138 -0.737
C 2.30615 -2.13910 -0.00280 -2.380 1.399 0.550 -0.192
N 1.34437 -1.17976 -0.26969 1.279 -0.611 -1.798 -0.278
H -2.20983 1.50536 0.90351 0.941 -0.393 -1.149 0.329
H -1.74156 2.84920 -1.77236 0.209 0.083 0.829 0.301
H -3.18993 1.97236 -1.56645 -0.411 -0.321 0.112 0.307
H -2.84056 3.20105 -0.34007 0.023 0.459 -0.539 0.302
H 0.71952 -1.76649 2.85477 -0.446 0.281 -0.525 0.425
H 2.71229 -3.09892 1.93019 1.149 -1.521 0.809 0.434
H 2.81722 -2.56900 -0.80593 1.099 -0.223 -0.846 0.476
H 1.06945 -0.45336 -1.15432 -0.039 -0.831 2.153 0.375
```
Forces are in eV/Å.

---

Formula: C5H9N5
Source: the OMol25 dataset
Level of theory: the ωB97M-V functional and the def2-TZVPD basis

Its total energy is -12776.6999 eV. The calculation puts the lowest unoccupied orbital energy at 0.482 eV. The HOMO-LUMO gap comes out at 8.418 eV. Its structure (SMILES) is [H]/N=C1/C=NN(C=C)N(N)C1. The relative energy (zero: lowest compared OMol25 entry of this formula, charge and spin) is 271.5 kJ/mol. For the highest occupied orbital energy, the calculation gives -7.936 eV.

Structure (XYZ):
```
19
Properties=species:S:1:pos:R:3:forces:R:3:mulliken_charge:R:1
H 3.82844 0.00935 -0.18766 0.056 -0.680 -0.151 0.232
N 3.18644 0.67476 0.20470 2.244 1.235 0.652 -0.721
C 1.99073 0.52998 -0.07104 -1.127 -2.526 -0.622 0.544
C 1.05101 1.55076 0.33036 -0.656 2.032 -0.853 -0.262
N -0.21430 1.45245 0.03987 0.595 -0.001 1.434 -0.804
N -0.72590 0.24163 -0.22476 -1.197 1.817 -1.060 0.693
C -2.14948 0.08907 -0.35815 0.782 -1.836 0.344 -0.007
C -3.14773 0.74894 0.23616 -0.821 -0.881 -1.068 -0.757
N 0.01150 -0.90164 -0.35909 0.535 -1.714 0.522 -0.146
N 0.09543 -1.61563 0.90100 -0.155 -0.269 1.127 -0.565
C 1.38945 -0.70937 -0.85388 0.283 1.132 0.713 -0.437
H 1.49946 2.59792 0.57844 -1.100 -2.051 -0.419 0.335
H -2.26696 -0.88801 -0.86065 -0.392 0.603 0.405 0.293
H -4.20407 0.31938 0.20483 1.714 0.817 -0.224 0.233
H -2.98336 1.73618 0.59787 0.000 0.454 0.708 0.306
H -0.21346 -2.57915 0.75034 -0.170 0.598 0.032 0.214
H -0.46030 -1.19055 1.67918 0.576 -0.294 -1.320 0.249
H 1.27725 -0.38865 -1.90241 0.338 -0.463 0.157 0.291
H 2.03585 -1.67742 -0.70512 -1.506 2.028 -0.378 0.310
```
Forces are in eV/Å.